Density functional theory data (the ωB97M-V functional and the def2-TZVPD basis) for a molecular structure, C19H28AlClO6 in a non-equilibrium geometry.

Calculated values
* energy: -51550.3059 eV
* lowest unoccupied orbital energy: -0.46 eV
* relative energy (zero: lowest compared OMol25 entry of this formula, charge and spin): 0.0000 eV
* spin multiplicity: 1
* HOMO-LUMO gap: 3.77 eV
* maximum force: 0.11869 hartree/bohr
* charge: 0
* E_HOMO: -4.236 eV

Each line ends with the Mulliken charge.
Atoms and positions in Å:
1 O -0.83 1.74 -0.50  0.72
2 C -2.14 1.51 -1.25  0.14
3 C -1.93 2.70 -2.16  -0.77
4 H -2.99 1.58 -0.55  0.42
5 H -2.06 0.52 -1.71  -0.49
6 C -0.60 2.98 -1.44  1.31
7 H -2.66 3.49 -2.00  0.31
8 H -1.82 2.44 -3.21  0.39
9 C -0.62 4.29 -0.66  -1.43
10 H -1.59 4.45 -0.17  0.41
11 H -0.46 5.10 -1.39  0.44
12 H 0.17 4.39 0.09  0.26
13 C 0.66 2.79 -2.27  -1.44
14 H 0.53 1.95 -2.96  0.33
15 H 1.56 2.65 -1.65  0.27
16 H 0.82 3.71 -2.86  0.46
17 Al -0.33 0.89 0.90  -1.08
18 C 2.28 -1.64 1.42  -0.92
19 C 0.87 -1.74 1.14  1.73
20 C 0.60 -3.06 0.68  -0.40
21 H -1.04 -2.72 2.82  0.42
22 C 1.84 -3.65 0.43  -1.59
23 C 2.87 -2.82 0.95  -0.90
24 H 3.94 -3.06 0.96  0.39
25 H 2.73 -0.80 1.92  0.25
26 H -0.41 -3.50 0.65  0.61
27 H 1.95 -4.58 -0.12  0.34
28 C 0.95 1.02 3.53  -0.13
29 C 1.71 1.62 2.51  -1.27
30 C 0.81 2.35 1.65  -0.01
31 H 2.79 1.63 2.44  0.52
32 C -0.57 2.21 2.26  -0.25
33 C -0.43 1.27 3.35  -1.03
34 H -1.23 0.94 4.02  0.45
35 H 1.36 0.54 4.41  0.52
36 H 1.13 3.11 0.95  0.54
37 H -1.46 2.80 2.03  0.73
38 O -0.44 -0.99 -1.45  0.01
39 C 0.53 -1.18 -2.47  -0.36
40 C -0.28 -1.83 -3.58  -0.65
41 H 1.32 -1.85 -2.09  0.20
42 H 0.98 -0.20 -2.70  0.18
43 C -1.24 -2.76 -2.83  -0.80
44 H 0.35 -2.35 -4.31  0.42
45 H -0.87 -1.04 -4.07  0.22
46 C -1.40 -2.06 -1.49  0.27
47 H -0.77 -3.73 -2.68  0.41
48 H -2.19 -2.92 -3.34  0.31
49 H -1.21 -2.73 -0.65  -0.53
50 H -2.39 -1.62 -1.33  0.44
51 O -0.61 -3.40 3.38  -0.53
52 Cl 0.09 -2.44 4.68  0.99
53 O 0.60 -3.51 5.48  -0.53
54 O 1.14 -1.67 4.03  -0.38
55 O -0.04 -0.80 1.20  0.09